Entry 1:
This record from the OMol25 dataset describes a structure of composition H20O10. The level of theory is ωB97M-V/def2-TZVPD.

The geometry in XYZ format:
```
30
H20O10 | the OMol25 dataset | ωB97M-V/def2-TZVPD
O -3.694 4.139 -3.466
H -4.120 3.321 -3.212
H -2.783 3.895 -3.630
O -4.330 2.131 -2.800
H -4.246 1.931 -3.733
H -3.602 1.666 -2.388
O -1.417 3.508 -3.410
H -1.344 3.963 -2.571
H -0.527 3.508 -3.762
O -4.684 4.466 -5.870
H -4.616 5.073 -5.133
H -4.085 3.753 -5.650
O -4.835 5.728 -3.591
H -4.382 4.921 -3.345
H -5.756 5.475 -3.657
O -3.107 2.893 -5.608
H -2.518 3.579 -5.923
H -2.664 2.530 -4.841
O -2.064 1.641 -4.059
H -1.682 2.442 -3.702
H -2.000 1.006 -3.346
O -3.576 6.402 -5.038
H -3.780 7.298 -4.771
H -4.059 5.851 -4.422
O -5.288 2.256 -1.122
H -4.917 2.200 -2.002
H -5.408 1.345 -0.853
O -1.075 5.867 -3.054
H -1.290 6.758 -3.332
H -1.535 5.304 -3.676
```

The value obtained for the HOMO energy is -8.58 eV. The max |F| is 13.077 eV/Å. The calculation puts the energy relative to the best compared isomer or geometry (same formula, charge and spin) at 1647.8 kJ/mol. Its charge is 0. The calculation puts the total energy at -20785.53434 eV. The HOMO-LUMO gap is 0.2815 Ha.

natural (NBO) population analysis, charges in e, atoms 1 to 6: number 1, O, carries -0.9150; number 2, H, carries 0.4600; number 3, H, carries 0.4690; number 4, O, carries -0.7909; number 5, H, carries 0.5333; number 6, H, carries 0.5173


Entry 2:
This record from the OMol25 dataset describes a cluster of 10 separate species, H20O10 in total. The level of theory is ωB97M-V/def2-TZVPD.

The geometry in XYZ format:
```
30
H20O10 | the OMol25 dataset | ωB97M-V/def2-TZVPD
O -0.564 -3.743 0.173
H -0.660 -2.844 0.492
H 0.378 -3.962 0.144
O -3.281 1.748 2.581
H -3.651 0.987 2.367
H -2.638 1.401 2.014
O 1.577 1.752 2.358
H 1.109 1.261 3.045
H 1.738 1.168 1.711
O -1.190 2.062 0.805
H -1.746 2.736 1.002
H -0.316 2.385 1.155
O -1.421 -1.247 -2.997
H -0.742 -1.903 -2.880
H -1.323 -0.846 -2.079
O -1.643 -1.917 1.524
H -1.177 -1.339 1.046
H -1.369 -1.784 2.363
O 3.188 0.478 -0.190
H 2.728 0.187 -1.118
H 3.731 1.248 -0.296
O 2.427 -1.088 -2.216
H 1.898 -1.676 -2.687
H 3.127 -1.610 -2.340
O -0.451 -0.328 -0.417
H -0.644 0.380 0.208
H 0.395 -0.122 -0.944
O 0.403 1.869 -1.734
H -0.518 2.142 -1.588
H 0.635 2.605 -1.497
```

The value obtained for the HOMO energy is -10.61 eV. Its SMILES is O.O.O.O.O.O.O.O.O.O. The max |F| is 14.723 eV/Å. The calculation puts the energy relative to the best compared isomer or geometry (same formula, charge and spin) at 629.3 kJ/mol. Its charge is 0. The calculation puts the total energy at -20796.09041 eV. The HOMO-LUMO gap is 0.3880 Ha.

natural (NBO) population analysis, charges in e, atoms 1 to 6: number 1, O, carries -0.9588; number 2, H, carries 0.4763; number 3, H, carries 0.4538; number 4, O, carries -0.9173; number 5, H, carries 0.4526; number 6, H, carries 0.4585


Entry 3:
This record from the OMol25 dataset describes a cluster of 10 separate species, H20O10 in total. The level of theory is ωB97M-V/def2-TZVPD.

The geometry in XYZ format:
```
30
H20O10 | the OMol25 dataset | ωB97M-V/def2-TZVPD
O -27.708 2.528 -3.944
H -27.990 2.392 -4.852
H -26.751 2.660 -3.993
O -19.688 1.185 -2.694
H -18.974 0.574 -2.893
H -20.496 0.679 -2.835
O -20.852 4.189 -3.150
H -20.224 3.709 -2.588
H -20.405 5.007 -3.391
O -24.903 3.223 -4.374
H -24.533 2.801 -5.159
H -24.971 4.155 -4.608
O -24.980 2.307 -0.101
H -24.284 2.741 -0.606
H -24.989 2.770 0.741
O -22.827 2.384 -2.546
H -23.663 2.566 -3.005
H -22.233 3.103 -2.809
O -20.700 2.658 -5.567
H -20.860 3.050 -4.695
H -21.200 1.837 -5.560
O -22.736 0.001 -0.778
H -23.554 -0.494 -0.871
H -22.828 0.743 -1.391
O -24.092 5.894 -1.726
H -24.111 5.484 -2.596
H -23.664 6.745 -1.858
O -22.499 4.270 0.097
H -21.687 4.765 -0.034
H -23.096 4.602 -0.587
```

The value obtained for the HOMO energy is -10.26 eV. Its SMILES is O.O.O.O.O.O.O.O.O.O. The max |F| is 0.457 eV/Å. The calculation puts the energy relative to the best compared isomer or geometry (same formula, charge and spin) at 256.9 kJ/mol. Its charge is 0. The calculation puts the total energy at -20799.94963 eV. The HOMO-LUMO gap is 0.3598 Ha.

natural (NBO) population analysis, charges in e, atoms 1 to 6: number 1, O, carries -0.9503; number 2, H, carries 0.4587; number 3, H, carries 0.4820; number 4, O, carries -0.9588; number 5, H, carries 0.4753; number 6, H, carries 0.4842


Entry 4:
This record from the OMol25 dataset describes a cluster of 10 separate species, H21O10 in total. The level of theory is ωB97M-V/def2-TZVPD.

The geometry in XYZ format:
```
31
H21O10 | the OMol25 dataset | ωB97M-V/def2-TZVPD
O -2.373 -0.313 -0.229
H -2.745 -1.172 0.023
H 0.377 -0.795 -1.404
O 0.128 -1.223 -0.533
H 2.299 -0.194 -3.279
H -0.863 -2.842 0.910
O -0.300 -2.563 1.630
H -2.328 -0.401 -1.196
H -0.662 -3.026 2.391
O 0.030 3.509 1.077
H -0.021 2.636 1.477
H -0.867 3.789 0.882
O 1.808 1.585 2.936
H 0.518 1.906 -1.272
H 1.331 1.939 3.695
O -1.109 0.576 2.105
H -1.641 0.091 2.726
H 1.567 0.655 2.866
O 1.408 -0.089 -2.905
H -1.392 0.883 1.248
H 1.307 0.847 -3.131
O 2.227 -0.488 0.808
H 2.550 -1.399 0.862
H 0.699 -0.702 0.127
O -1.250 -1.628 -2.890
H -0.767 -0.722 -0.545
O -0.271 1.346 -1.300
H -0.693 1.574 -2.134
H 2.646 -0.088 1.596
H -1.079 -2.531 -3.195
H -0.533 -1.160 -3.347
```

The value obtained for the HOMO energy is -13.70 eV. The max |F| is 2.612 eV/Å. The calculation puts the energy relative to the best compared isomer or geometry (same formula, charge and spin) at 152.7 kJ/mol. Its charge is +1. The calculation puts the total energy at -20809.24619 eV. The HOMO-LUMO gap is 0.3855 Ha.

natural (NBO) population analysis, charges in e, atoms 1 to 6: number 1, O, carries -0.9228; number 2, H, carries 0.4938; number 3, H, carries 0.5627; number 4, O, carries -0.8375; number 5, H, carries 0.5027; number 6, H, carries 0.4640


Entry 5:
This record from the OMol25 dataset describes a structure of composition H22HeO11. The level of theory is ωB97M-V/def2-TZVPD.

The geometry in XYZ format:
```
34
H22HeO11 | the OMol25 dataset | ωB97M-V/def2-TZVPD
He 0.068 -0.225 -0.629
O 0.458 0.136 -3.579
H 1.173 0.482 -4.113
H 0.245 0.846 -2.974
O 0.101 2.751 0.498
H 0.645 1.967 0.574
H -0.770 2.467 0.777
O -0.534 -0.489 2.388
H -0.904 0.167 2.979
H 0.413 -0.369 2.460
O 2.447 0.843 -0.092
H 3.272 1.168 -0.454
H 2.174 0.154 -0.698
O 2.037 -1.471 -1.744
H 2.864 -1.177 -2.125
H 1.416 -1.450 -2.473
O 0.176 2.592 -2.251
H -0.368 3.247 -2.688
H -0.146 2.575 -1.350
O 0.567 -3.300 1.794
H 0.225 -2.420 1.951
H 1.453 -3.156 1.460
O -3.228 -1.716 2.375
H -2.382 -1.269 2.335
H -3.174 -2.263 3.158
O -2.621 2.325 1.255
H -2.658 1.512 0.751
H -2.587 2.040 2.168
O -3.036 0.478 -0.731
H -2.447 -0.010 -1.307
H -3.749 0.762 -1.302
O 2.888 -2.755 0.677
H 2.592 -2.403 -0.163
H 3.390 -2.042 1.072
```

The value obtained for the HOMO energy is -10.30 eV. The max |F| is 1.143 eV/Å. The calculation puts the energy relative to the best compared isomer or geometry (same formula, charge and spin) at 71.5 kJ/mol. Its charge is 0. The calculation puts the total energy at -22959.34731 eV. The HOMO-LUMO gap is 0.3782 Ha.

natural (NBO) population analysis, charges in e, atoms 1 to 6: number 1, He, carries 0.0012; number 2, O, carries -0.9856; number 3, H, carries 0.4690; number 4, H, carries 0.5040; number 5, O, carries -0.9717; number 6, H, carries 0.4837


Entry 6:
This record from the OMol25 dataset describes a cluster of 12 separate species, H22NO14 in total. The level of theory is ωB97M-V/def2-TZVPD.

The geometry in XYZ format:
```
37
H22NO14 | the OMol25 dataset | ωB97M-V/def2-TZVPD
N -0.425 0.257 -0.124
O -0.881 0.196 1.067
O -1.271 0.680 -0.967
O 0.792 0.543 -0.244
O 2.596 0.686 1.819
H 3.394 0.496 1.140
H 1.813 1.087 1.281
O 3.055 -0.166 -2.860
H 3.131 0.732 -2.967
H 2.123 -0.458 -2.729
O 2.166 -2.545 -0.649
H 1.382 -2.342 -0.217
H 2.621 -2.226 0.080
O 0.190 -0.378 3.903
H -0.477 0.031 3.229
H 0.743 -0.573 3.056
O -3.002 -1.110 -2.051
H -2.877 -0.956 -2.904
H -2.527 -0.628 -1.347
O -0.381 2.676 2.838
H 0.576 3.008 2.762
H -0.589 2.481 1.901
O 1.657 2.395 -2.102
H 1.435 2.171 -3.100
H 1.217 1.542 -1.762
O -3.586 2.039 0.115
H -2.562 2.001 0.088
H -3.706 1.525 -0.752
O -2.685 -1.131 2.894
H -2.151 -0.934 2.171
H -2.404 -2.020 3.019
O -0.424 -3.014 1.390
H -0.147 -3.858 1.419
H 0.329 -2.217 1.436
O 0.271 -0.340 -3.658
H 0.630 0.212 -4.241
H -0.027 0.139 -2.933
```

The value obtained for the HOMO energy is -7.55 eV. The max |F| is 8.294 eV/Å. The calculation puts the energy relative to the best compared isomer or geometry (same formula, charge and spin) at 505.7 kJ/mol. Its charge is -1. The calculation puts the total energy at -30508.04376 eV. The HOMO-LUMO gap is 0.3551 Ha.

natural (NBO) population analysis, charges in e, atoms 1 to 6: number 1, N, carries 0.6966; number 2, O, carries -0.5478; number 3, O, carries -0.5477; number 4, O, carries -0.5245; number 5, O, carries -0.9908; number 6, H, carries 0.4740


Entry 7:
This record from the OMol25 dataset describes a structure of composition H22NaO15S. The level of theory is ωB97M-V/def2-TZVPD.

The geometry in XYZ format:
```
39
H22NaO15S | the OMol25 dataset | ωB97M-V/def2-TZVPD
Na 12.107 -7.809 -2.102
S 10.852 -2.810 1.746
O 12.242 -2.530 2.103
O 10.372 -1.958 0.623
O 10.612 -4.196 1.324
O 10.012 -2.400 2.879
O 5.465 -0.271 -1.079
H 4.994 -1.032 -0.738
H 6.390 -0.502 -0.992
O 10.545 -3.766 -4.246
H 10.696 -3.147 -3.531
H 9.627 -3.639 -4.484
O 10.370 1.989 -2.994
H 11.247 2.354 -2.873
H 10.282 1.340 -2.296
O 16.954 -4.734 2.299
H 17.066 -5.241 1.495
H 16.118 -4.283 2.185
O 16.542 0.910 3.729
H 15.924 0.193 3.588
H 17.352 0.479 4.003
O 8.547 1.859 4.871
H 8.591 0.936 4.619
H 7.742 2.180 4.465
O 6.730 -4.218 6.980
H 7.124 -3.753 6.242
H 7.188 -3.879 7.749
O 8.934 -7.528 4.895
H 8.349 -6.910 5.335
H 9.106 -7.128 4.042
O 13.105 -1.293 7.175
H 12.164 -1.342 7.007
H 13.498 -1.192 6.308
O 6.137 -6.405 -1.254
H 6.741 -6.062 -0.596
H 6.231 -7.356 -1.193
O 14.910 -0.475 -1.843
H 15.825 -0.717 -1.695
H 14.455 -0.764 -1.053
```

The value obtained for the HOMO energy is -2.91 eV. The max |F| is 2.286 eV/Å. The calculation puts the energy relative to the best compared isomer or geometry (same formula, charge and spin) at 827.9 kJ/mol. Its charge is -1. The calculation puts the total energy at -46319.32852 eV. The HOMO-LUMO gap is 0.0755 Ha.

natural (NBO) population analysis, charges in e, atoms 1 to 6: number 1, Na, carries 0.6908; number 2, S, carries 2.5722; number 3, O, carries -1.0960; number 4, O, carries -1.0449; number 5, O, carries -1.0654; number 6, O, carries -1.0533